{"formula": "C26H28N2S2SiTi", "method": "ωB97M-V/def2-TZVPD", "e_lumo_ev": [-8.500, -8.574], "total_charge": 2, "symbols": ["Ti", "S", "S", "Si", "N", "N", "C", "C", "C", "C", "C", "C", "C", "C", "C", "C", "C", "C", "C", "C", "C", "C", "C", "C", "C", "C", "C", "C", "C", "C", "C", "C", "H", "H", "H", "H", "H", "H", "H", "H", "H", "H", "H", "H", "H", "H", "H", "H", "H", "H", "H", "H", "H", "H", "H", "H", "H", "H", "H", "H"], "coordinates": [[0.165, -1.480, 0.363], [-1.059, 0.494, 4.916], [1.254, -5.200, 3.823], [-0.221, 1.078, -0.454], [0.696, -3.338, 2.138], [-0.373, -0.601, 2.601], [3.437, 1.494, -2.422], [0.768, 2.158, -2.925], [0.470, -1.857, -1.861], [0.131, 5.478, 0.214], [-0.834, 0.491, 3.126], [-4.394, 1.900, -2.499], [0.393, -2.856, 3.422], [-1.880, 1.434, -1.277], [0.645, -3.740, 4.452], [-0.429, -2.856, -1.320], [2.452, 1.239, -1.459], [-3.962, 2.700, -1.431], [-2.317, 0.633, -2.346], [1.718, -5.542, 1.251], [1.754, 2.408, -3.893], [1.628, -2.914, -0.152], [-0.465, -1.111, 4.922], [-1.147, 1.798, 2.609], [-2.714, 2.475, -0.826], [0.278, -3.499, -0.257], [3.095, 2.081, -3.649], [1.740, -1.902, -1.158], [1.175, -4.540, 2.147], [-3.560, 0.868, -2.957], [-0.144, -1.553, 3.654], [1.099, 1.552, -1.700], [-4.605, 3.507, -1.065], [4.481, 1.239, -2.213], [0.270, -1.243, -2.725], [2.622, -1.313, -1.363], [-0.150, 6.444, 0.670], [2.024, -6.410, 1.845], [-0.270, 2.425, -3.140], [0.577, 5.665, -0.776], [0.470, -3.543, 5.521], [-0.188, 2.297, 2.466], [-5.370, 2.076, -2.968], [1.473, 2.867, -4.845], [-0.343, -1.727, 5.829], [-0.124, 2.153, 0.536], [-1.435, -3.104, -1.646], [-2.393, 3.118, -0.001], [-1.840, 1.686, 1.780], [3.865, 2.284, -4.402], [1.006, -5.935, 0.537], [-1.695, -0.192, -2.709], [2.745, 0.758, -0.516], [-0.111, -4.331, 0.302], [2.617, -5.207, 0.751], [-0.770, 4.856, 0.105], [2.419, -3.229, 0.507], [0.863, 4.973, 0.863], [-3.881, 0.242, -3.794], [-1.655, 2.353, 3.401]], "forces_ev_per_a": [[-2.223, 1.914, 4.288], [0.656, -1.257, -2.001], [-0.275, 1.150, -0.951], [0.396, 1.346, -1.929], [-0.670, 2.113, 1.296], [0.492, -1.551, 0.107], [-0.004, 0.044, 0.133], [0.267, -0.135, -0.209], [0.405, -0.063, 0.395], [0.003, 0.204, 0.040], [-0.418, 0.087, 3.222], [0.464, -0.122, 0.193], [0.666, -1.936, 0.254], [-0.244, -0.828, 0.325], [-0.177, 0.376, -0.467], [2.094, 0.081, 0.385], [0.065, 0.109, -0.550], [0.186, 0.003, -0.025], [-0.697, 0.061, -0.119], [0.573, -1.162, -0.921], [0.112, 0.059, 0.174], [-0.264, -0.524, -2.720], [0.366, -0.708, -0.551], [-0.566, 0.741, 0.095], [-0.346, -0.140, -0.092], [0.790, -0.324, -2.403], [-0.367, -0.078, 0.264], [-1.219, -1.885, -0.436], [-0.037, -1.111, 4.437], [0.132, 0.038, 0.023], [-0.768, 1.737, 0.735], [0.448, -0.507, -0.267], [0.305, -0.292, -0.153], [-0.390, 0.128, -0.078], [0.027, 0.247, 0.124], [-0.216, 0.194, 0.002], [0.132, -0.488, -0.221], [-0.039, 0.192, -0.133], [0.366, -0.098, 0.043], [-0.193, -0.129, 0.427], [0.247, -0.434, -0.836], [-0.372, 0.317, -0.654], [0.494, -0.092, 0.239], [0.090, -0.152, 0.382], [-0.237, 0.761, -0.642], [0.339, -0.444, 0.326], [0.115, 0.279, 0.102], [-0.153, -0.214, -0.288], [0.315, 0.619, -0.376], [-0.376, -0.113, 0.357], [-0.051, 0.029, -0.406], [-0.234, 0.331, 0.045], [-0.012, 0.294, -0.207], [-0.137, 0.349, -0.174], [0.147, 0.012, -0.410], [0.310, 0.209, 0.005], [-0.102, 0.300, -0.061], [-0.243, 0.168, -0.254], [0.128, 0.236, 0.322], [-0.104, 0.063, -0.209]], "nbo_charge": [1.71, 0.53, 0.54, 0.92, -0.55, -0.63, -0.21, -0.22, -0.30, -0.85, 0.20, -0.17, 0.04, -0.51, -0.38, -0.34, -0.25, -0.21, -0.21, -0.69, -0.18, -0.38, -0.41, -0.68, -0.13, -0.32, -0.18, -0.28, 0.14, -0.19, 0.14, -0.42, 0.24, 0.23, 0.29, 0.30, 0.23, 0.27, 0.23, 0.23, 0.27, 0.27, 0.24, 0.24, 0.27, -0.13, 0.29, 0.21, 0.25, 0.24, 0.25, 0.19, 0.19, 0.27, 0.25, 0.19, 0.28, 0.21, 0.23, 0.25]}

{"formula": "C26H28N2S2SiZn", "method": "ωB97M-V/def2-TZVPD", "e_lumo_ev": [-0.232, -0.241], "e_above_lowest_kj_mol": 260.9, "symbols": ["Zn", "S", "S", "Si", "N", "N", "C", "C", "C", "C", "C", "C", "C", "C", "C", "C", "C", "C", "C", "C", "C", "C", "C", "C", "C", "C", "C", "C", "C", "C", "C", "C", "H", "H", "H", "H", "H", "H", "H", "H", "H", "H", "H", "H", "H", "H", "H", "H", "H", "H", "H", "H", "H", "H", "H", "H", "H", "H", "H", "H"], "coordinates": [[0.359, 0.718, -1.017], [-1.783, 1.984, -4.752], [-4.544, 2.417, 1.027], [2.612, -1.663, -1.840], [-0.887, 1.650, -2.350], [-2.094, 2.533, 0.193], [3.937, -1.282, -0.631], [1.984, -3.382, -1.685], [-2.864, 2.214, -3.427], [1.259, -5.369, -0.486], [1.660, -4.016, -2.903], [-2.244, 2.033, -2.213], [3.623, -0.579, -3.562], [1.721, -4.048, -0.470], [-0.495, -0.016, 0.942], [4.693, -2.308, -0.046], [0.387, 1.140, 1.086], [5.692, -1.974, 0.878], [-4.230, 2.152, -0.641], [0.970, -6.008, -1.693], [-2.864, 2.221, -0.922], [4.193, 0.060, -0.304], [-2.804, 2.638, 1.277], [1.171, -5.326, -2.897], [1.609, 0.656, 1.654], [-0.484, 1.685, -3.615], [5.971, -0.636, 1.182], [5.231, 0.379, 0.574], [0.266, -1.172, 1.281], [1.548, -0.744, 1.712], [-2.241, 2.893, 2.622], [0.906, 1.441, -4.077], [0.961, -5.833, -3.840], [1.646, 1.680, -3.298], [2.741, -1.542, -3.352], [-0.121, -2.192, 1.294], [5.465, 1.421, 0.770], [1.134, -5.913, 0.447], [1.854, -3.522, 0.480], [-1.586, 0.036, 0.897], [3.276, -0.227, -4.543], [3.721, 0.319, -2.942], [4.517, -3.347, -0.335], [-4.991, 1.947, -1.385], [0.577, -7.029, -1.706], [3.575, 0.850, -0.745], [6.279, -2.760, 1.350], [-1.361, 3.539, 2.519], [1.093, 2.083, -4.952], [2.403, 1.284, 2.054], [-3.909, 2.479, -3.527], [1.020, 0.386, -4.379], [-1.946, 1.939, 3.086], [1.781, -3.463, -3.839], [1.411, -0.713, -1.562], [4.609, -1.047, -3.688], [6.767, -0.379, 1.893], [2.357, -1.390, 2.059], [-2.995, 3.382, 3.249], [0.073, 2.187, 1.026]], "forces_ev_per_a": [[0.429, -0.488, 0.708], [0.411, 0.118, 1.220], [1.061, 0.044, -0.576], [-1.146, -1.887, 2.256], [-0.714, 1.041, -1.232], [-0.590, -0.147, -0.262], [0.142, 0.271, -0.433], [-0.431, -0.475, 0.165], [0.247, -0.168, 0.877], [0.051, 0.253, 0.008], [-0.244, -0.704, 0.619], [0.769, -0.392, -1.956], [1.553, 1.447, -1.986], [-0.010, -0.537, -0.328], [0.262, -0.152, 0.018], [0.462, 0.464, 0.427], [0.181, -0.005, 1.025], [-0.195, -0.131, -0.157], [1.327, -0.109, -0.673], [0.148, 0.127, -0.157], [-1.642, 0.274, 2.068], [0.556, -0.177, 0.239], [-0.480, -0.162, -0.989], [-0.045, 0.155, -0.104], [-0.530, -0.052, -0.455], [-1.215, -0.128, 0.688], [-0.019, 0.018, 0.010], [-0.264, -0.120, -0.178], [-0.044, 0.657, 0.187], [-0.363, 0.003, 0.143], [0.014, 0.094, 0.349], [0.169, 0.008, -0.457], [-0.043, 0.152, 0.197], [-0.379, -0.153, -0.217], [0.537, 0.985, -0.919], [0.197, 0.348, -0.095], [-0.056, -0.083, 0.107], [-0.142, 0.140, -0.064], [0.164, -0.262, -0.301], [0.417, -0.082, -0.326], [-0.118, -0.226, 0.015], [-0.251, -0.286, 0.267], [0.043, 0.302, 0.191], [-0.059, -0.040, 0.364], [0.230, 0.339, 0.050], [0.276, -0.191, 0.168], [-0.115, 0.118, -0.104], [-0.220, -0.232, 0.159], [0.080, -0.304, 0.220], [-0.020, -0.201, -0.471], [0.237, 0.040, -0.292], [0.048, 0.342, 0.141], [0.008, 0.346, -0.102], [0.069, -0.341, 0.224], [-0.154, 0.784, -0.242], [-0.351, -0.029, 0.212], [-0.352, -0.175, -0.378], [-0.278, 0.181, -0.141], [0.262, -0.080, 0.017], [0.121, -0.534, 0.253]], "nbo_charge": [1.24, 0.46, 0.42, 1.16, -0.65, -0.45, -0.44, -0.43, -0.45, -0.22, -0.24, 0.20, -0.99, -0.23, -0.53, -0.22, -0.58, -0.23, -0.42, -0.22, 0.04, -0.22, 0.12, -0.22, -0.27, 0.13, -0.21, -0.22, -0.27, -0.31, -0.67, -0.71, 0.21, 0.25, 0.10, 0.22, 0.21, 0.21, 0.22, 0.23, 0.23, 0.24, 0.23, 0.24, 0.21, 0.20, 0.21, 0.25, 0.24, 0.22, 0.25, 0.25, 0.26, 0.20, -0.38, 0.24, 0.21, 0.22, 0.23, 0.25]}

no.,E_tot (eV)
1,-83041.640
2,-108355.261